(1)
{
  "formula": "C45H33F9N3O2P2V",
  "method": "ωB97M-V with the def2-TZVPD basis set",
  "elements": ["V", "N", "C", "C", "C", "C", "C", "N", "C", "C", "C", "C", "C", "N", "H", "H", "H", "H", "H", "H", "H", "H", "H", "O", "C", "O", "C", "P", "C", "C", "C", "C", "C", "C", "C", "C", "C", "C", "C", "C", "H", "H", "H", "H", "H", "H", "H", "H", "H", "H", "H", "H", "F", "C", "F", "F", "C", "C", "C", "C", "C", "C", "P", "C", "C", "C", "C", "C", "C", "C", "F", "F", "F", "C", "C", "C", "C", "C", "C", "C", "F", "F", "F", "H", "H", "H", "H", "H", "H", "H", "H", "H", "H", "H", "H"],
  "coordinates": [[0.56314, -0.43743, 0.57877], [0.36733, -3.29016, -0.43625], [-0.27974, -2.97553, -1.57266], [-1.48366, -3.38107, -2.14570], [-1.82443, -2.81869, -3.35775], [-0.98452, -1.88060, -3.97421], [0.18270, -1.51825, -3.35298], [0.51003, -2.05989, -2.17329], [2.40562, -2.03194, 1.10115], [3.16021, -2.89027, 1.88119], [3.75554, -2.41070, 3.04141], [3.62702, -1.06580, 3.36494], [2.79799, -0.27965, 2.59292], [2.14769, -0.76599, 1.52990], [-0.02336, -3.84446, 0.30559], [-2.10638, -4.10605, -1.64128], [-2.75480, -3.09887, -3.83263], [-1.24579, -1.44857, -4.92828], [0.86476, -0.79330, -3.77833], [3.33473, -3.90682, 1.56088], [4.34298, -3.07244, 3.66384], [4.14820, -0.63951, 4.20995], [2.61381, 0.75911, 2.83610], [-2.29040, 1.45430, -1.30752], [-1.37824, 1.37165, -0.53051], [-0.50773, 0.37812, -0.50796], [-1.07184, 2.42046, 0.54523], [-0.48605, 1.47515, 2.01554], [0.41420, 2.65062, 3.07026], [1.04235, 2.12908, 4.20544], [1.74395, 2.95730, 5.06588], [1.84404, 4.31444, 4.79057], [1.23730, 4.83602, 3.65840], [0.52230, 4.01138, 2.80093], [-2.05178, 1.18919, 2.91903], [-3.19381, 0.83255, 2.19995], [-4.38003, 0.55699, 2.86015], [-4.44112, 0.61786, 4.24365], [-3.31881, 0.99659, 4.96315], [-2.13180, 1.28461, 4.30742], [-1.94174, 3.04559, 0.72916], [-0.24316, 3.03140, 0.17795], [0.97268, 1.06584, 4.41424], [2.21210, 2.54499, 5.95054], [2.39413, 4.96258, 5.45947], [1.31672, 5.89345, 3.44333], [0.04460, 4.44080, 1.92983], [-3.17415, 0.78643, 1.11908], [-5.26005, 0.28872, 2.28962], [-5.36218, 0.37867, 4.75861], [-3.36721, 1.07372, 6.04152], [-1.27650, 1.60500, 4.88492], [6.13267, -6.51388, -3.41070], [4.81734, -6.52985, -3.70300], [4.69949, -6.35672, -5.02922], [4.35704, -7.75572, -3.40792], [4.08412, -5.46129, -2.93642], [3.91468, -4.20767, -3.50790], [3.25832, -3.21997, -2.79583], [2.75979, -3.47627, -1.51990], [2.92859, -4.73938, -0.96705], [3.60524, -5.72776, -1.66473], [1.78294, -2.14723, -0.67805], [2.90309, -0.69519, -1.16672], [2.43290, 0.56950, -1.50733], [3.30387, 1.64967, -1.57605], [4.64849, 1.46546, -1.30412], [5.14107, 0.20423, -0.99154], [4.26614, -0.86506, -0.90970], [5.58419, 2.64312, -1.37463], [6.74338, 2.39886, -0.74437], [5.03512, 3.73393, -0.80809], [5.87349, 2.95928, -2.64951], [-0.67373, -1.58288, 1.68976], [-0.37755, -1.87697, 3.02452], [-1.26233, -2.57432, 3.83421], [-2.47990, -2.98914, 3.31595], [-2.80162, -2.72173, 1.99415], [-1.90480, -2.02526, 1.19825], [-3.43813, -3.75747, 4.17859], [-3.23142, -5.08876, 4.06865], [-3.30638, -3.44502, 5.48048], [-4.71824, -3.53033, 3.83664], [4.29504, -4.01131, -4.50090], [3.13343, -2.24049, -3.23782], [2.51106, -4.96994, 0.00452], [3.75238, -6.70681, -1.22856], [1.38697, 0.71623, -1.75497], [2.93698, 2.63318, -1.84041], [6.19810, 0.06311, -0.81287], [4.64649, -1.84199, -0.64165], [0.55150, -1.53846, 3.47440], [-1.01550, -2.77703, 4.86864], [-3.75992, -3.02972, 1.59452], [-2.19224, -1.80251, 0.17509]],
  "atomic_forces_ev_per_a": [[-1.0, -0.4, 1.6], [0.1, 0.0, -0.3], [0.1, 0.1, 0.0], [-0.1, -0.1, 0.0], [0.1, 0.0, 0.2], [0.0, 0.0, -0.1], [0.0, 0.1, -0.1], [-0.2, -0.2, -0.1], [0.2, 0.2, 0.0], [0.0, -0.2, 0.0], [-0.1, 0.1, -0.1], [0.1, -0.2, 0.0], [-0.2, 0.1, 0.1], [3.3, -0.5, 1.7], [0.0, 0.2, 0.2], [0.0, 0.0, -0.1], [0.0, 0.0, 0.0], [0.0, 0.0, 0.0], [0.0, 0.0, 0.0], [0.0, 0.0, 0.0], [0.1, 0.0, 0.0], [0.0, 0.0, 0.0], [0.0, 0.0, 0.0], [0.2, -0.2, 0.1], [-0.5, 1.0, 0.0], [-1.9, 1.3, -3.0], [0.0, -0.4, 0.0], [-0.2, 0.5, 0.2], [0.1, -0.1, 0.0], [0.0, 0.1, -0.1], [0.0, 0.0, 0.0], [0.0, 0.0, 0.0], [0.0, 0.1, 0.0], [0.0, 0.0, 0.0], [0.0, 0.0, 0.0], [0.1, 0.1, 0.0], [-0.1, -0.1, 0.0], [0.0, 0.0, 0.0], [0.0, 0.0, 0.1], [0.0, 0.0, -0.1], [0.0, 0.0, 0.0], [0.0, 0.0, 0.0], [0.0, 0.0, 0.1], [0.0, 0.0, 0.0], [0.0, 0.0, 0.0], [0.0, 0.0, 0.0], [0.0, 0.0, 0.0], [0.0, -0.1, 0.0], [0.0, 0.0, 0.0], [0.0, 0.0, 0.0], [0.0, 0.0, 0.0], [0.0, 0.0, 0.0], [-0.1, 0.0, 0.0], [0.1, -0.1, 0.0], [0.0, 0.0, 0.1], [0.1, 0.1, 0.0], [0.0, 0.1, -0.1], [0.0, -0.1, 0.0], [0.1, 0.0, 0.2], [0.1, 0.2, -0.1], [0.0, 0.1, 0.1], [0.0, 0.0, 0.0], [0.4, -1.1, -0.9], [0.0, -0.1, 0.2], [-0.2, -0.2, -0.3], [0.1, 0.1, 0.0], [0.1, 0.0, 0.0], [-0.1, 0.0, 0.0], [0.0, 0.1, 0.0], [0.0, 0.1, -0.1], [-0.1, 0.0, -0.1], [0.1, -0.1, -0.1], [0.0, 0.0, 0.1], [-0.2, -0.3, 0.4], [-0.1, -0.1, 0.0], [0.0, 0.0, 0.0], [0.0, 0.0, 0.1], [0.0, 0.1, -0.1], [-0.1, 0.0, 0.0], [0.0, -0.1, 0.0], [-0.1, 0.1, 0.1], [0.0, -0.1, -0.1], [0.1, 0.0, 0.0], [0.0, 0.0, 0.0], [0.0, 0.0, 0.0], [0.0, -0.1, -0.1], [-0.1, 0.0, 0.0], [0.0, 0.0, 0.1], [0.0, 0.0, 0.0], [0.0, 0.0, 0.0], [0.1, 0.0, 0.0], [0.0, 0.0, 0.0], [0.0, 0.0, 0.0], [0.0, 0.0, 0.0], [0.0, 0.0, 0.0]],
  "lowdin_spin": [2.047, 0.099, 0.021, 0.002, 0.012, 0.003, 0.017, 0.069, 0.084, 0.017, 0.021, 0.002, 0.022, 0.016, 0.003, 0.000, 0.001, 0.000, 0.002, 0.000, 0.002, 0.000, 0.001, 0.003, 0.010, 0.042, 0.004, 0.023, 0.001, 0.000, 0.000, 0.000, 0.000, 0.001, 0.005, 0.001, 0.000, 0.001, 0.000, 0.001, 0.000, 0.001, 0.000, 0.000, 0.000, 0.000, 0.000, 0.000, 0.000, 0.000, 0.000, 0.000, 0.000, 0.000, 0.000, 0.000, -0.001, 0.001, 0.002, 0.027, 0.002, 0.001, 0.303, 0.079, 0.011, 0.003, 0.004, 0.006, 0.018, 0.000, 0.000, 0.000, 0.000, -0.034, 0.016, -0.004, 0.019, -0.005, 0.013, 0.002, 0.002, 0.000, 0.001, 0.000, 0.000, 0.000, 0.000, 0.001, 0.000, 0.001, 0.001, 0.001, -0.001, -0.001, 0.000],
  "orbital_gap_ha": [0.2504, 0.2637],
  "total_energy_ha": -4574.70245,
  "de_lowest_kcal_mol": 121.1,
  "mol_weight_g_mol": 931.65,
  "spin_multiplicity": 4,
  "s2": 3.773,
  "total_charge": 1,
  "lumo_ha": [-0.1216, -0.1507]
}

(2)
{
  "formula": "C45H33InN8O7S5",
  "method": "ωB97M-V with the def2-TZVPD basis set",
  "elements": ["In", "O", "C", "S", "C", "C", "S", "S", "S", "C", "C", "C", "C", "C", "C", "C", "S", "O", "O", "N", "C", "C", "C", "C", "C", "C", "C", "C", "N", "C", "H", "H", "H", "H", "H", "H", "H", "H", "H", "H", "H", "H", "H", "O", "C", "C", "C", "C", "C", "C", "C", "N", "C", "C", "N", "H", "H", "H", "H", "H", "H", "H", "O", "N", "C", "C", "N", "C", "N", "C", "O", "C", "C", "C", "C", "C", "C", "N", "C", "C", "C", "C", "C", "C", "C", "O", "H", "H", "H", "H", "H", "H", "H", "H", "H", "H", "H", "H", "H"],
  "coordinates": [[-1.57886, 0.66742, 0.29116], [-1.04727, 2.62843, -6.38849], [-1.34694, 2.35440, -5.24363], [-1.30064, 3.50010, -3.91132], [-1.85325, 2.41872, -2.62266], [-2.14668, 1.15428, -2.99835], [-2.68233, -0.10667, -1.95407], [-1.90845, 0.78015, -4.70876], [-1.89746, 3.02712, -1.01331], [3.99745, 4.37236, -5.00066], [3.43402, 3.60797, -3.83168], [2.20104, 3.93351, -3.28169], [1.65229, 3.17589, -2.25688], [2.33631, 2.07275, -1.78633], [3.59714, 1.77068, -2.28377], [4.14809, 2.54032, -3.29296], [1.52420, 0.77158, -0.83240], [2.62238, -0.07778, -0.42194], [0.56033, 0.25092, -1.76065], [0.68421, 1.40593, 0.35209], [1.16200, 2.38679, 1.15780], [2.47551, 2.84514, 1.17911], [2.85866, 3.91412, 1.99704], [1.96960, 4.52962, 2.83531], [0.64574, 4.04768, 2.91289], [-0.30424, 4.53558, 3.83505], [-1.54930, 3.97563, 3.88438], [-1.88061, 2.96664, 2.96251], [-1.03019, 2.52045, 2.07582], [0.22747, 2.99355, 2.06134], [3.30431, 5.14206, -5.33643], [4.18187, 3.69035, -5.83263], [4.94878, 4.83795, -4.73341], [1.64403, 4.77022, -3.68337], [0.68741, 3.43020, -1.83371], [4.12382, 0.92108, -1.87244], [5.12658, 2.29501, -3.69156], [3.20299, 2.35189, 0.55137], [3.88928, 4.24907, 1.96604], [2.27144, 5.36346, 3.45765], [-0.02287, 5.34040, 4.50539], [-2.27921, 4.29180, 4.61785], [-2.86502, 2.51581, 2.93522], [-3.53388, 1.21341, 1.24676], [-4.74209, 0.86189, 0.99108], [-5.75986, 1.85511, 0.94599], [-7.08417, 1.54668, 0.75438], [-7.48286, 0.21870, 0.59872], [-6.52055, -0.77037, 0.60914], [-5.16555, -0.48798, 0.79687], [-4.19202, -1.56288, 0.78947], [-2.88565, -1.46595, 0.65957], [-2.37397, -2.73211, 0.66827], [-3.38288, -3.62925, 0.82169], [-4.53564, -2.88056, 0.90270], [-5.44138, 2.88440, 1.05389], [-7.82506, 2.33773, 0.70522], [-8.52834, -0.02881, 0.46113], [-6.84115, -1.79206, 0.42904], [-1.31519, -2.88695, 0.56800], [-3.39950, -4.70308, 0.87780], [-5.46028, -3.23995, 1.03968], [-0.90127, -0.06639, 2.38293], [-1.53620, -0.96303, 2.99722], [-1.21145, -1.17860, 4.25747], [-1.89839, -2.19268, 4.97413], [-2.41140, -3.00609, 5.61050], [-0.21309, -0.45919, 4.97730], [0.59546, 0.14275, 5.53619], [4.45213, -3.31068, -1.28128], [3.27315, -4.05084, -1.04182], [2.25151, -3.93376, -1.93925], [2.41585, -3.52303, -3.25312], [1.35459, -3.57242, -4.14180], [0.11780, -4.02840, -3.72549], [-0.06007, -4.42741, -2.41637], [0.99247, -4.38485, -1.51752], [0.82669, -4.97720, -0.24755], [1.36179, -4.68121, 0.95559], [1.76387, -3.50875, 1.56917], [2.54076, -3.68715, 2.76583], [2.94974, -2.65350, 3.52857], [2.59179, -1.32338, 3.16637], [1.79526, -1.07800, 2.10958], [1.28807, -2.12778, 1.23643], [0.43201, -1.85845, 0.38476], [5.05558, -3.42097, -0.38122], [4.21910, -2.25797, -1.44013], [5.01325, -3.70721, -2.13609], [3.37246, -3.14817, -3.59140], [1.49199, -3.22902, -5.15903], [-0.71992, -4.04463, -4.40276], [-1.03155, -4.76461, -2.07407], [0.23559, -5.79179, -0.26718], [1.49082, -5.58318, 1.55153], [2.81551, -4.70135, 3.04069], [3.54623, -2.82402, 4.41586], [2.94287, -0.50003, 3.77612], [1.48339, -0.07750, 1.85555]],
  "atomic_forces_ev_per_a": [[-0.9, 0.5, -0.1], [0.0, 0.0, -0.1], [-0.1, 0.0, 0.1], [-0.1, 0.0, 0.1], [0.0, -0.1, -0.4], [0.1, 0.4, -0.4], [0.3, -0.2, 0.5], [0.0, -0.1, 0.1], [0.0, 0.1, 0.4], [0.0, -0.1, 0.1], [0.1, 0.1, 0.0], [0.1, 0.0, 0.0], [-0.2, 0.1, 0.1], [0.0, -0.3, 0.0], [0.1, 0.0, 0.1], [-0.1, 0.0, 0.0], [0.5, 0.6, -0.9], [0.1, 0.0, 0.2], [-0.2, -0.5, 0.0], [-0.5, -0.6, -0.3], [0.5, 0.4, 0.2], [-0.3, -0.3, -0.1], [0.0, 0.2, 0.1], [0.2, 0.0, 0.0], [-0.1, -0.2, -0.2], [-0.1, 0.0, 0.0], [0.1, 0.1, 0.1], [-0.1, 0.0, -0.1], [-0.4, -0.2, -0.1], [0.3, 0.4, 0.2], [0.0, 0.0, 0.0], [0.0, 0.1, -0.1], [0.0, 0.1, -0.1], [-0.1, 0.0, 0.0], [-0.1, -0.1, 0.0], [0.0, 0.0, -0.1], [0.0, 0.0, 0.0], [0.1, 0.1, 0.1], [0.0, 0.0, 0.0], [0.0, 0.0, 0.1], [0.0, 0.0, 0.0], [0.0, 0.0, 0.0], [0.0, 0.0, 0.0], [0.6, -0.1, 0.0], [-0.2, -0.1, 0.0], [0.0, 0.1, 0.0], [0.0, -0.1, 0.0], [-0.2, 0.0, 0.0], [0.0, 0.1, 0.0], [-0.1, 0.3, 0.0], [0.1, -0.2, 0.1], [0.1, 0.2, -0.1], [-0.1, -0.3, 0.0], [0.1, 0.0, 0.0], [0.1, 0.1, -0.1], [0.1, 0.0, 0.0], [0.0, 0.0, 0.0], [0.0, 0.0, -0.1], [0.0, 0.0, 0.0], [0.0, -0.1, 0.0], [0.0, 0.0, 0.0], [0.0, 0.1, 0.0], [0.0, 0.0, -0.1], [-0.2, -0.2, 0.1], [0.2, 0.1, 0.1], [-0.2, -0.3, 0.1], [0.0, 0.0, 0.0], [0.3, 0.4, -0.2], [-0.1, -0.1, 0.1], [0.1, 0.0, 0.0], [-0.3, 0.0, -0.1], [0.1, -0.2, 0.1], [0.1, 0.2, 0.0], [-0.1, 0.1, -0.1], [0.0, 0.1, -0.1], [0.0, 0.0, 0.2], [0.1, 0.1, 0.1], [-0.3, 0.2, -0.2], [0.3, 0.5, 0.6], [-0.7, -0.2, -0.8], [0.3, 0.0, 0.4], [0.2, -0.6, 0.0], [-0.2, 0.4, -0.2], [0.3, 0.2, 0.1], [-0.3, -0.1, 0.0], [0.6, -0.7, 0.1], [0.0, 0.1, 0.0], [0.0, 0.1, 0.0], [-0.1, 0.0, 0.0], [0.0, 0.0, 0.1], [0.0, 0.0, 0.0], [-0.1, 0.0, -0.1], [0.0, 0.0, 0.0], [0.2, -0.1, 0.0], [0.0, 0.0, 0.1], [0.0, 0.0, 0.0], [0.0, 0.0, 0.0], [-0.1, 0.0, 0.0], [0.1, -0.1, 0.1]],
  "lowdin_charge": [0.614, -0.127, -1.062, 0.929, -1.163, -1.164, 0.598, 0.929, 0.563, -0.063, -0.283, -0.043, -0.056, -0.258, -0.065, -0.053, 0.582, -0.312, -0.314, -0.170, -0.266, -0.024, -0.092, -0.073, -0.155, -0.026, -0.048, -0.104, 0.077, -0.148, 0.070, 0.075, 0.072, 0.101, 0.059, 0.100, 0.104, 0.095, 0.096, 0.095, 0.106, 0.096, 0.106, -0.182, -0.363, -0.013, -0.122, -0.142, -0.068, -0.090, -0.279, 0.017, -0.132, -0.094, 0.100, 0.109, 0.088, 0.078, 0.092, 0.078, 0.091, 0.131, -0.182, 0.018, -0.308, -0.219, 0.108, -0.203, 0.145, -0.070, -0.083, -0.206, -0.013, -0.082, -0.087, -0.017, -0.166, 0.095, -0.041, -0.112, -0.081, -0.104, -0.073, -0.026, -0.322, 0.000, 0.093, 0.093, 0.084, 0.105, 0.102, 0.100, 0.115, 0.142, 0.124, 0.098, 0.091, 0.102, 0.080],
  "orbital_gap_ha": 0.1917,
  "total_energy_ha": -4880.51908,
  "mol_weight_g_mol": 1072.96,
  "total_charge": -2,
  "lumo_ha": 0.1367
}